1.
Here is a 13-piece molecular cluster, C23H71F3N17O14 overall at a distorted geometry from the OMol25 dataset. Energies are from ωB97M-V/def2-TZVPD.

Results
Molecular weight, g mol⁻¹: 866.92
Relative energy (zero: lowest compared OMol25 entry of this formula, charge and spin), eV: 0.000
Charge: -1
Electronic energy, Ha: -3202.887460
2S+1: 1
F_max, eV/Å: 7.19
Orbital gap, eV: 7.85
LUMO, eV: 1.395

Structure (XYZ):
```
128
Properties=species:S:1:pos:R:3:lowdin_charge:R:1
C -0.75894 -0.47790 -1.67780 -0.306
O -1.52707 0.05513 -0.54589 -0.155
O -1.66631 -0.62151 -2.83127 -0.266
C 0.71209 -0.00358 -1.68278 -0.629
F 1.46148 -0.92349 -2.25785 0.139
F 0.95986 1.14296 -2.31213 0.146
F 1.17231 0.13647 -0.46290 0.158
C -1.75488 -0.68743 0.69822 -0.221
C -2.67517 0.15378 1.54069 -0.067
H -3.58257 0.36473 0.97480 0.093
H -2.83589 -0.45774 2.42855 0.063
H -2.24860 1.11308 1.83373 0.056
H -0.80801 -0.86908 1.20670 0.115
H -2.27275 -1.63102 0.52631 0.100
H -0.56793 -1.50033 -1.35184 0.121
C -4.11564 -3.16219 -2.84834 -0.736
O -4.99495 -4.06278 -2.74345 -0.044
N -3.96134 -2.30755 -3.81509 0.166
N -3.02455 -3.19893 -2.13846 0.169
H -4.70290 -2.27798 -4.50015 0.116
H -3.13726 -1.73995 -3.95223 0.069
H -2.91273 -3.72087 -1.28105 0.070
H -2.36964 -2.45778 -2.34315 0.052
C 4.73712 0.08886 -2.53030 -0.745
O 4.60581 -1.10862 -2.39260 0.030
N 5.95251 0.58940 -2.56578 0.155
N 3.90421 0.97588 -3.02185 0.196
H 6.77446 0.01498 -2.44515 0.125
H 6.03255 1.53078 -2.92283 0.106
H 4.29122 1.90871 -3.03356 0.114
H 2.92418 0.82077 -3.21051 0.101
C -1.18663 -4.64061 0.99681 -0.818
O -1.65083 -4.84239 -0.06176 0.077
N 0.06334 -4.98648 1.19672 0.164
N -1.80820 -4.15656 2.02886 0.196
H 0.44824 -5.64752 0.53718 0.120
H 0.54757 -4.75693 2.05283 0.110
H -1.22222 -3.85857 2.79562 0.117
H -2.75096 -3.84541 1.84313 0.091
C 0.19256 0.01805 -6.37687 -0.824
O 0.28157 0.26028 -7.56620 0.009
N -0.76429 0.43618 -5.59476 0.168
N 0.89105 -0.85572 -5.78484 0.178
H -0.86476 0.03805 -4.67200 0.052
H -1.37492 1.14885 -5.96804 0.110
H 1.66646 -1.29706 -6.25819 0.119
H 0.75352 -1.12637 -4.82155 0.089
C 1.16931 -4.67244 -4.22421 -0.805
O 1.56927 -3.82884 -4.99772 0.047
N 0.50472 -4.48775 -3.15423 0.178
N 1.43514 -5.94753 -4.25636 0.149
H 0.08387 -3.57376 -3.06712 0.112
H 0.61730 -5.10657 -2.36398 0.115
H 2.05578 -6.31291 -4.96445 0.115
H 0.76208 -6.57240 -3.83608 0.113
C 3.49224 -3.78392 -0.05600 -0.742
O 3.52916 -4.65679 0.86440 -0.051
N 2.40746 -3.12705 -0.41103 0.170
N 4.43762 -3.44165 -0.88250 0.170
H 2.52856 -2.63946 -1.28721 0.085
H 1.60593 -3.52916 0.05369 0.081
H 5.30201 -3.93659 -0.71521 0.121
H 4.31813 -2.64747 -1.49493 0.048
C -4.38827 1.66941 -3.84428 -0.795
O -5.39933 2.26585 -4.22525 -0.023
N -3.85282 1.83419 -2.65121 0.186
N -3.81168 0.83758 -4.60183 0.175
H -4.29910 2.43263 -1.97092 0.111
H -3.10861 1.18758 -2.43181 0.069
H -4.22398 0.66579 -5.50769 0.129
H -3.05541 0.24064 -4.29881 0.052
C 0.43718 2.74421 2.75583 -0.086
C 0.99645 3.44161 4.00113 -0.394
C 0.96095 2.47670 5.26467 -0.195
O -0.37077 2.22895 5.56843 -0.202
C -0.65757 1.04143 6.30768 -0.084
N 2.36887 3.82329 3.65488 0.024
H 1.12553 1.94117 2.49239 0.071
H 0.44381 3.29496 1.81522 0.072
H -0.51017 2.22899 2.91448 0.060
H 0.56487 4.42924 4.16362 0.128
H 1.46941 2.98903 6.08142 0.121
H 1.48046 1.58078 4.92477 0.119
H -0.64116 1.28819 7.36925 0.083
H 0.03547 0.23216 6.07769 0.083
H -1.66841 0.78590 5.98982 0.084
H 2.39804 4.54633 2.95027 0.069
H 2.76649 2.97176 3.28490 0.049
C -1.96926 4.78852 2.33632 -0.077
C -3.44426 5.09961 2.19359 -0.402
C -4.43010 3.86983 2.28702 -0.164
O -5.73826 4.30811 1.78938 -0.203
C -6.64622 3.17652 1.73416 -0.089
N -3.83243 6.12086 3.17625 0.030
H -1.28312 5.58785 2.05631 0.092
H -1.75641 3.92047 1.71240 0.036
H -1.79294 4.31585 3.30255 0.071
H -3.54067 5.53940 1.20092 0.135
H -4.56745 3.45587 3.28596 0.115
H -4.05869 2.97834 1.78166 0.098
H -6.71344 2.77024 2.74337 0.072
H -6.17924 2.36664 1.17368 0.079
H -7.64203 3.46294 1.39588 0.088
H -3.54133 5.85726 4.10677 0.059
H -4.81456 5.93302 3.31850 0.051
C 6.66484 0.24657 3.07905 -0.047
C 5.42885 -0.59498 2.56808 -0.420
C 4.79012 -0.10681 1.28689 -0.217
O 4.29680 1.19980 1.43356 -0.167
C 3.85082 1.76428 0.23408 -0.119
N 5.93902 -1.97256 2.47269 0.039
H 6.26061 1.22761 3.32857 0.067
H 7.29126 0.18186 2.18938 0.070
H 7.18491 -0.24498 3.90124 0.067
H 4.66266 -0.62680 3.34271 0.135
H 3.92589 -0.74525 1.10356 0.120
H 5.37275 -0.25554 0.37776 0.118
H 3.26082 2.67814 0.30383 0.090
H 3.16753 1.06291 -0.24477 0.060
H 4.60652 1.99572 -0.51653 0.069
H 6.41272 -2.08314 1.58754 0.063
H 5.10313 -2.53905 2.49535 0.060
O -1.72742 2.80652 -0.74848 -0.047
H -1.49229 1.88272 -0.66159 -0.016
H -0.91915 3.27953 -0.55050 0.025
O -4.70006 -2.63490 2.18177 -0.036
H -5.29999 -2.26919 2.83184 0.043
H -3.84096 -2.29247 2.42861 -0.012
```

2.
Here is C32H33N7O5ReS4 as an isolated structure from the OMol25 dataset. Energies are from ωB97M-V/def2-TZVPD.

Results
Molecular weight, g mol⁻¹: 910.13
Relative energy (zero: lowest compared OMol25 entry of this formula, charge and spin), eV: 0.000
Charge: +2
Electronic energy, Ha: -3669.273779
2S+1: 4
F_max, eV/Å: 0.11
Orbital gap (alpha / beta), eV: 5.35 / 4.72
LUMO (alpha / beta), eV: -6.578 / -7.224

Structure (XYZ):
```
82
Properties=species:S:1:pos:R:3:lowdin_spin:R:1
Re 1.12787 -0.29578 -0.34064 2.308
C 2.66448 -2.71207 1.13337 0.009
O 1.67078 -1.63624 1.22370 0.041
C 1.26375 -1.22986 2.48998 -0.004
C 1.30446 -2.06919 3.58544 0.003
C 0.87916 -1.57762 4.81183 -0.007
C 0.41644 -0.27285 4.93326 0.001
C 0.36467 0.55605 3.82572 -0.003
C 0.79220 0.07688 2.59329 0.005
N 0.73529 0.82678 1.37629 -0.019
N 0.36175 2.03348 1.48443 0.039
C 0.18161 2.85045 0.41799 0.022
C 0.39395 2.51444 -0.94214 0.033
O 0.80628 1.33482 -1.36846 0.132
C 0.16895 3.48329 -1.94678 0.002
C -0.27350 4.72843 -1.62187 0.025
C -0.52306 5.11548 -0.27704 0.005
C -0.99009 6.41136 0.02572 0.004
C -1.21699 6.77974 1.32408 0.002
C -0.97423 5.85890 2.35503 0.006
C -0.51848 4.59106 2.08349 0.002
C -0.28662 4.18768 0.75693 0.007
H 3.42217 -2.52570 1.89142 0.001
H 2.15815 -3.66484 1.26129 0.001
H 3.09094 -2.63992 0.13884 0.001
H 1.64338 -3.09066 3.48760 0.000
H 0.90395 -2.22610 5.67659 0.000
H 0.08768 0.09685 5.89442 0.000
H 0.00070 1.57070 3.90327 0.000
H 0.36778 3.19748 -2.97122 0.000
H -0.44037 5.45703 -2.40687 0.001
H -1.16098 7.10908 -0.78459 0.000
H -1.57288 7.77332 1.55827 0.000
H -1.14362 6.15414 3.38220 0.000
H -0.32724 3.90288 2.89333 0.000
N -5.58074 -4.75717 -1.78997 0.001
C -4.22968 -4.76956 -1.56630 0.001
C -3.33082 -4.90028 -2.63556 0.000
C -1.97135 -4.89157 -2.41243 0.001
C -1.48275 -4.74258 -1.11732 0.001
C -2.36011 -4.61078 -0.04522 0.001
C -3.72014 -4.62214 -0.26665 0.000
S 0.23434 -4.70695 -0.84611 0.005
O 0.49162 -5.00328 0.53741 0.003
O 0.89361 -5.45226 -1.88569 0.006
N 0.63301 -3.11630 -1.01423 0.080
C 1.27518 -2.66572 -2.05200 0.030
S 1.84789 -3.44679 -3.50141 -0.006
C 2.46518 -1.92058 -4.07128 0.047
C 2.25962 -0.93375 -3.19259 -0.005
N 1.59810 -1.33473 -2.03752 0.059
H -5.91630 -5.10537 -2.67166 0.000
H -6.19117 -4.93062 -1.01012 0.000
H -3.71262 -5.03644 -3.63974 0.000
H -1.28211 -5.03036 -3.23536 0.000
H -1.96759 -4.52821 0.95961 0.000
H -4.40616 -4.54347 0.56786 0.000
H 2.95567 -1.85089 -5.02802 0.003
H 2.53992 0.10170 -3.30587 -0.002
C -2.29615 0.96937 -2.53987 0.001
N -2.48093 1.18782 -1.10621 0.000
C -3.20754 2.22580 -0.55560 -0.001
C -3.20967 2.05092 0.78407 -0.001
N -2.48693 0.90438 1.02188 0.001
C -2.03551 0.38724 -0.13069 0.019
S -1.12788 -1.09602 -0.30348 0.085
H -2.04720 1.91857 -3.00752 0.000
H -3.21351 0.57153 -2.96848 0.000
H -1.48682 0.26030 -2.68465 0.001
H -3.66164 2.98727 -1.16474 0.000
H -3.66048 2.62922 1.57035 0.000
H -2.31099 0.47953 1.91989 0.001
C 5.09915 1.78695 -1.01527 0.001
S 3.71355 1.64028 0.08858 0.010
C 4.56930 1.41051 1.63261 0.002
O 3.16860 0.22602 -0.23666 0.042
H 5.64579 2.69337 -0.75488 0.000
H 4.70425 1.87202 -2.02536 0.000
H 5.72735 0.90302 -0.91724 0.000
H 5.09985 2.33272 1.87017 0.000
H 5.25933 0.57316 1.53934 0.000
H 3.81711 1.21465 2.39577 0.000
```

> relative energy (zero: lowest compared OMol25 entry of this formula, charge and spin) of number 2 (C32H33N7O5ReS4)?

0.000 eV